*A*
Entry from OMol25: a single CH2O2S3 molecule (the ωB97M-V functional and the def2-TZVPD basis).

CARTESIAN COORDINATES (ANGSTROEM)
O: -0.49 0.27 2.68
S: 1.50 -1.77 -0.38
H: 0.41 0.42 3.05
C: 0.60 -0.87 0.48
H: 0.16 0.56 -3.09
S: -0.46 0.23 0.97
O: -0.29 0.95 -2.32
S: -1.42 0.20 -1.39

Spin multiplicity ... 1
HOMO energy (alpha / beta) ... -7.89 / -8.83 eV
LUMO level (alpha / beta) ... -1.74 / -1.38 eV


*B*
Entry from OMol25: a molecular structure, CH2O2S3 (the ωB97M-V functional and the def2-TZVPD basis).

CARTESIAN COORDINATES (ANGSTROEM)
H: -2.44 -1.13 0.56
C: -0.18 -0.03 1.44
O: 1.24 0.95 -1.90
S: -0.37 -0.93 0.07
S: 2.08 0.06 -0.66
H: 1.69 1.72 -2.26
S: -0.17 1.13 2.44
O: -1.85 -1.77 0.32

Spin multiplicity ... 1
HOMO energy (alpha / beta) ... -9.03 / -7.70 eV
LUMO level (alpha / beta) ... -1.30 / -2.00 eV


Which structure is most stable, and how do the rest compare? From most to least stable: *A*, *B*.


*A*
Entry from OMol25: a single C5H5NO2 molecule (the ωB97M-V functional and the def2-TZVPD basis).

CARTESIAN COORDINATES (ANGSTROEM)
H: 2.35 -0.73 1.31
C: 0.02 1.09 -0.20
C: -1.55 1.44 -0.05
H: 2.45 0.09 -0.38
O: 0.89 1.87 0.07
O: -2.10 -0.80 0.06
C: 0.28 -0.31 -0.05
C: 1.77 -0.76 0.14
H: 1.85 -1.84 -0.58
H: -1.79 2.61 -0.15
C: -0.81 -1.05 -0.16
H: -0.90 -2.05 -0.24
N: -2.46 0.43 0.23

Spin multiplicity ... 1
SMILES ... Cc1concc1=O
HOMO energy ... -9.55 eV
LUMO level ... 0.18 eV


*B*
Entry from OMol25: a single C5H5NO2 molecule (the ωB97M-V functional and the def2-TZVPD basis).

CARTESIAN COORDINATES (ANGSTROEM)
C: 0.72 2.15 0.05
H: -0.50 -2.32 0.35
H: 2.36 -2.13 -0.28
C: 0.21 -1.42 0.36
O: -2.82 -0.32 -0.25
O: 1.87 -0.08 -0.23
H: -1.77 1.39 -0.01
C: -1.75 0.24 0.08
N: -0.35 -0.19 0.18
C: 1.52 -1.36 -0.11
C: 0.72 0.72 -0.02
H: -0.15 2.66 0.28
H: 1.55 2.92 0.14

Spin multiplicity ... 1
SMILES ... C=C1OC=CN1C=O
HOMO energy ... -7.81 eV
LUMO level ... 0.25 eV


Which structure is most stable, and how do the rest compare? From most to least stable: *B*, *A*.


*A*
Entry from OMol25: a molecular structure, C5H5NO2 (the ωB97M-V functional and the def2-TZVPD basis).

CARTESIAN COORDINATES (ANGSTROEM)
C: 1.21 -0.44 0.01
O: 0.61 -0.39 -2.10
C: 0.17 0.36 0.47
H: -1.87 -1.42 -1.24
H: 2.24 -0.19 0.11
H: 1.62 0.29 -1.89
H: -0.85 -1.91 0.37
O: -0.97 0.12 0.03
N: -0.76 2.07 2.48
C: 0.13 1.44 1.55
C: 0.45 -1.29 -1.01
C: -0.98 -1.23 -0.54
H: 1.06 -2.23 -0.97

Spin multiplicity ... 1
HOMO energy ... -8.93 eV
LUMO level ... -0.46 eV


*B*
Entry from OMol25: a molecular structure, C5H5NO2 (the ωB97M-V functional and the def2-TZVPD basis).

CARTESIAN COORDINATES (ANGSTROEM)
N: 0.97 -1.02 -1.14
H: 1.28 -1.53 -0.38
H: 1.48 0.88 1.32
O: -1.30 1.85 1.63
C: 0.66 0.53 0.69
C: -1.11 -0.38 0.40
C: -0.42 -0.44 -1.05
O: 0.17 -0.82 1.20
C: -0.78 0.97 1.01
H: -0.87 -0.39 -2.07
H: -1.94 -1.15 0.61
H: 1.14 1.17 -1.42
C: 0.71 0.33 -0.81

Spin multiplicity ... 1
HOMO energy ... -10.17 eV
LUMO level ... 0.66 eV


Which structure is most stable, and how do the rest compare? From most to least stable: *B*, *A*.


*A*
Entry from OMol25: a single C5H5NO2 molecule (the ωB97M-V functional and the def2-TZVPD basis).

CARTESIAN COORDINATES (ANGSTROEM)
O: -1.17 1.48 0.25
C: -1.68 0.20 -0.01
N: 0.20 -1.20 0.89
H: 1.67 -1.22 -0.60
H: -0.74 -1.73 -1.02
H: 0.38 2.76 0.35
H: 0.39 -2.18 0.78
C: 0.81 -0.60 -0.23
C: 1.23 0.82 -0.01
C: 0.25 1.68 0.17
O: -2.89 -0.12 0.05
H: 2.20 1.03 -0.35
C: -0.64 -0.92 -0.27

Spin multiplicity ... 1
SMILES ... O=C1OC=C[C@H]2N[C@@H]12
HOMO energy ... -9.59 eV
LUMO level ... 0.64 eV


*B*
Entry from OMol25: a molecular structure, C5H5NO2 (the ωB97M-V functional and the def2-TZVPD basis).

CARTESIAN COORDINATES (ANGSTROEM)
H: -2.31 0.64 -0.72
C: 0.05 0.60 -1.00
N: 0.66 1.53 0.01
C: -0.90 -0.03 0.92
C: 0.82 -0.41 -0.24
O: 1.68 -1.31 -0.13
C: -1.28 0.09 -0.55
H: -1.72 0.04 1.78
H: 1.24 0.28 1.87
H: 0.38 1.06 -1.97
C: 0.47 0.46 0.96
H: 0.12 2.47 0.18
O: -1.34 -1.12 -0.10

Spin multiplicity ... 1
HOMO energy ... -9.37 eV
LUMO level ... 0.79 eV


*C*
Entry from OMol25: a single C5H5NO2 molecule (the ωB97M-V functional and the def2-TZVPD basis).

CARTESIAN COORDINATES (ANGSTROEM)
C: 0.45 0.40 -0.04
H: -1.20 0.30 -1.42
C: -0.74 0.06 -0.51
H: 2.31 1.55 -2.46
H: 0.84 0.24 -2.56
C: 1.26 1.21 -2.08
C: -0.14 -0.55 1.74
O: -2.15 -1.74 0.57
O: 1.52 0.98 -0.66
H: 0.65 2.12 -2.39
N: 0.84 0.12 1.21
C: -1.34 -0.80 0.61
H: -0.32 -0.90 2.73

Spin multiplicity ... 1
SMILES ... COC1=CC(=O)C=N1
HOMO energy ... -9.48 eV
LUMO level ... -1.09 eV


Which structure is most stable, and how do the rest compare? From most to least stable: *A*, *C*, *B*.


*A*
Entry from OMol25: a single C10H13N3O2 molecule (the ωB97M-V functional and the def2-TZVPD basis).

CARTESIAN COORDINATES (ANGSTROEM)
C: 1.31 -2.16 -1.27
O: 3.45 -0.59 -0.46
H: -2.60 -2.37 -1.48
H: -0.23 -3.38 -2.49
C: -2.36 0.78 1.16
H: -2.39 -1.16 -2.75
H: 3.87 0.75 1.76
N: -0.19 1.22 0.05
H: -2.50 -0.52 -0.94
C: 1.96 0.63 0.99
C: -2.24 -1.37 -1.66
C: 0.64 1.21 1.20
H: -1.43 2.60 0.64
C: 0.05 -2.48 -1.83
H: 2.52 1.53 2.70
N: -0.80 -1.43 -1.53
C: -1.49 1.63 0.20
O: 0.28 1.81 2.18
H: -1.94 1.80 -0.79
H: 2.27 -2.46 -1.47
H: -2.33 1.18 2.16
H: 3.05 2.36 1.35
C: 3.01 1.39 1.80
C: -0.12 -0.63 -0.77
C: 2.34 -0.24 -0.04
H: -3.32 1.08 0.93
H: -1.96 -0.27 1.04
N: 1.16 -0.93 -0.66

Spin multiplicity ... 1
HOMO energy (alpha / beta) ... -7.17 / -7.17 eV
LUMO level (alpha / beta) ... -0.75 / -0.75 eV


*B*
Entry from OMol25: a single C10H13N3O2 molecule (the ωB97M-V functional and the def2-TZVPD basis).

CARTESIAN COORDINATES (ANGSTROEM)
H: 3.38 0.43 1.43
H: -1.22 1.60 -0.89
C: -0.14 -0.17 -0.43
H: 2.04 3.18 1.46
H: -2.45 0.62 -2.79
O: 2.31 2.28 3.98
N: 0.63 0.40 0.61
C: 0.45 0.95 2.95
H: -1.08 -3.31 -1.64
H: -0.82 -0.09 1.87
C: -1.87 -1.42 -2.29
H: 1.52 1.65 -0.63
C: -1.85 0.02 -2.08
C: 3.42 1.49 1.27
H: 3.86 1.93 0.36
C: 2.01 2.09 1.46
C: -0.20 -1.59 -0.54
H: 0.20 2.42 0.39
H: 0.60 -2.17 -0.04
C: -1.03 -2.20 -1.50
C: -1.04 0.57 -1.14
N: 0.13 0.17 1.90
H: 1.97 1.91 4.78
N: 1.52 1.76 2.80
H: 4.01 1.84 2.06
C: 1.03 1.75 0.33
O: -0.05 0.65 4.01
H: -2.53 -1.95 -2.87

Spin multiplicity ... 1
SMILES ... C[C@H]1CN(c2ccccc2)NC(=O)N1O
HOMO energy ... -8.22 eV
LUMO level ... 0.73 eV


Which structure is most stable, and how do the rest compare? From most to least stable: *B*, *A*.


*A*
Entry from OMol25: 2 unconnected molecules or ions with the total composition C4H13N2O (the ωB97M-V functional and the def2-TZVPD basis).

CARTESIAN COORDINATES (ANGSTROEM)
H: 0.42 -2.83 -1.82
H: 1.80 -0.93 -0.43
H: -0.38 1.82 -1.46
H: -0.15 0.09 -1.36
N: -2.03 -0.15 2.06
N: -0.92 1.02 0.38
C: 1.44 1.21 -0.45
H: -2.34 0.66 2.58
H: 1.35 -0.34 1.06
H: 3.04 -0.01 0.43
H: -2.69 -0.91 2.18
H: 1.97 1.28 -1.42
H: 1.71 2.11 0.10
O: -0.29 -2.23 -1.57
H: -1.10 -1.03 0.37
C: 1.98 -0.06 0.20
H: -1.18 -2.59 -1.70
H: -1.11 1.93 0.78
C: -1.47 -0.06 0.86
C: -0.05 1.02 -0.79

Spin multiplicity ... 1
HOMO energy ... -14.84 eV
LUMO level ... -3.56 eV
Charge ... +1


*B*
Entry from OMol25: a gas-phase ion, C4H13N2O (charge +1) (the ωB97M-V functional and the def2-TZVPD basis).

CARTESIAN COORDINATES (ANGSTROEM)
C: -1.07 -0.42 1.25
H: -1.36 1.55 0.77
H: 1.26 0.36 0.86
H: -0.90 -2.31 -1.50
H: 0.11 -0.96 -1.37
H: 0.84 1.89 1.39
O: 1.54 0.52 -1.58
H: 0.38 2.15 -1.39
C: 1.15 1.68 -0.78
H: 0.47 -1.82 0.68
N: -0.74 -1.44 -0.98
H: -1.51 -0.80 -1.13
H: -2.14 -0.49 1.40
N: -0.76 0.77 0.50
H: 1.97 2.40 -0.71
C: -0.57 -1.67 0.49
H: -1.17 -2.52 0.74
H: 2.48 0.38 -1.49
C: 0.64 1.21 0.57
H: -0.64 -0.48 2.26

Spin multiplicity ... 1
SMILES ... [NH3+]CCNCCO
HOMO energy ... -13.52 eV
LUMO level ... -3.05 eV
Charge ... +1


Which structure is most stable, and how do the rest compare? From most to least stable: *A*, *B*.